The following is a DFT calculation (ωB97M-V/def2-TZVPD) of a structure of composition C23H28N6O4 at a distorted geometry.

HOMO level = -7.516 eV
maximum force = 14.07 eV Å⁻¹
ΔE to the lowest compared entry with this formula, charge and spin = 551.0 kcal per mole
Kohn-Sham gap = 7.999 eV
E_LUMO = 0.0178 Ha

Geometry as ORCA input:
```
! wB97M-V def2-TZVPD RIJCOSX def2/J DEFGRID3
* xyz 0 1
C -5.0362 -1.5028 0.8645
C -4.1365 -2.1789 1.8924
O -2.9492 -1.3686 2.1830
C -1.9521 -1.6245 1.4037
C -1.8602 -2.6104 0.1753
C -0.7436 -2.5886 -0.3117
C 0.3049 -1.8511 0.1845
C 0.2626 -0.8722 1.0078
C -0.9575 -0.8025 1.7260
H -0.9683 -0.2285 2.6690
H 1.0671 -0.1008 1.4672
N 1.5180 -1.7062 -0.7985
C 1.8069 -1.6375 -2.0967
O 2.8674 -1.4935 -2.5354
C 0.5669 -0.8661 -2.8378
N -0.1615 0.0917 -1.7813
N 0.5625 0.8875 -1.1660
N -0.4045 1.6677 -0.5094
C -1.4567 1.2850 -0.9858
N -1.4267 0.2054 -1.6439
C -2.8580 1.6610 -0.5214
C -3.1853 2.6712 0.7184
C -4.4755 2.8148 0.6770
C -5.0370 1.9164 -0.1659
O -3.9737 1.4026 -1.2174
C -6.2858 1.6279 -0.7920
H -6.6309 2.0960 -1.5958
H -6.4230 0.7467 -1.1781
H -7.1396 1.7274 0.1529
H -4.9994 3.2860 1.3544
H -2.3227 3.1862 1.1102
H 0.9354 -0.4086 -3.7476
H -0.1234 -1.5714 -2.9655
C 2.7750 -2.3444 0.0396
H 3.4094 -2.8719 -0.5914
H 2.5092 -2.6164 0.9463
C 3.5882 -0.9776 0.4186
O 3.5190 -0.6555 2.0296
N 4.2098 -0.2946 -0.3615
H 4.0051 -0.5635 -1.2249
C 4.9330 0.8918 -0.0813
H 5.1895 1.2357 -0.9667
C 5.7987 0.9730 0.9227
C 5.6027 2.2030 1.6325
H 6.0363 3.2207 0.9966
C 4.2931 2.4319 1.5092
H 3.7481 1.6891 2.2549
H 3.9280 3.3591 1.7837
C 3.8588 2.1758 -0.0207
H 3.8600 2.9945 -0.5386
H 2.8330 1.7876 -0.0970
H 6.0436 2.3770 2.5789
H 5.8932 0.2577 1.4837
H 6.9797 0.8371 0.6114
H -0.4826 -3.2401 -1.0888
H -2.6642 -2.9499 0.2032
H -4.8921 -2.2180 2.7550
H -4.1410 -3.2070 1.7036
H -4.4633 -1.3264 -0.1060
H -5.8366 -2.0936 0.8624
H -5.3103 -0.5731 1.0023
*
```